ORCA calculation (wB97M-V/def2-TZVPD) on C17H16N6S3 as an isolated structure.

Geometry as XYZ:
```
42
Properties=species:S:1:pos:R:3:forces:R:3
S 3.72574 2.78657 -1.63025 1.219 0.324 -2.558
S -2.32666 1.34601 -2.14903 1.503 -0.696 -0.090
S 0.45608 2.00787 -3.31828 -3.623 3.658 -2.302
N 2.24949 1.32229 1.56392 -2.957 3.830 -5.715
N 1.29647 -0.04972 -2.10999 3.308 4.004 -1.800
N 0.00555 0.08219 -1.90490 5.975 -9.984 5.337
N 3.23521 1.93685 0.76671 2.947 -2.676 5.062
N 1.49132 2.05997 -0.56894 -6.029 -0.824 5.551
N -0.32191 1.27976 1.28566 3.995 3.772 -9.036
C -2.57761 -1.16553 -1.02946 2.609 -11.402 -1.773
C -2.33288 -3.99285 -1.86467 5.427 -6.412 6.668
C 1.71369 1.24531 -2.83716 2.482 -7.460 2.160
C 0.81610 0.64489 3.21809 1.624 -1.566 4.170
C -0.52039 0.92889 -2.46536 -9.868 9.727 -4.401
C -0.41245 0.83485 2.41038 3.072 -0.971 6.312
C -1.75839 0.65007 2.96149 0.770 14.508 2.531
C 2.75826 2.23183 -0.37057 -0.740 -0.450 0.132
C 2.18982 0.86257 2.83014 -2.866 -0.006 1.022
C 3.09427 1.59524 -3.16053 0.697 -3.539 6.415
C 0.99332 1.62297 0.74335 1.412 -1.616 -0.606
C -3.40436 -3.32194 -2.28486 1.191 -4.387 -1.245
C 3.49714 0.63948 3.63872 -2.105 -2.442 -4.368
C -1.49288 -3.54895 -0.67732 -2.220 4.830 -4.767
C -3.30403 -2.15239 -1.86740 -5.170 16.376 -0.513
C -1.52782 -1.96372 -0.52705 -3.882 -5.786 -1.905
C -2.64982 0.15128 -0.70123 3.551 3.733 -1.453
H 3.13376 0.30596 4.61102 1.041 -0.354 -0.110
H -1.91761 -0.21014 2.98335 -3.251 -13.615 0.128
H -0.87891 -1.59699 0.09693 3.791 2.143 3.445
H -2.54663 1.27717 2.31882 1.774 -1.490 1.736
H -4.12562 -1.27043 -2.58096 1.561 -2.623 2.032
H 3.76024 0.65319 -2.93500 -1.008 2.112 -1.523
H -4.08851 -3.72273 -2.93353 -1.568 -0.528 -1.565
H -2.19008 -5.17024 -1.94121 -0.497 2.443 -0.594
H 4.01584 1.53494 3.55464 1.097 1.685 0.577
H -1.74394 0.95184 4.19111 -0.238 -0.425 -3.549
H 3.11822 2.30730 -3.85961 1.024 1.911 -3.333
H -0.68082 -4.13618 -0.26190 -0.207 0.117 -0.146
H -3.56936 0.46134 -0.54948 -4.650 1.531 1.383
H 0.70400 0.24376 4.47319 0.215 1.226 -4.196
H 4.06815 -0.06245 2.78021 -1.109 1.126 3.133
H -1.95195 0.39989 0.10095 -0.299 0.196 -0.246
```
Forces are in eV/Å.

Summary:
M   400.56 g/mol
DFT total energy   -59319.3344 eV
2S+1   1
Energy above the lowest of the compared OMol25 structures with the same formula, charge and spin   1490.6 kJ/mol
Largest force on an atom   17.18 eV/Å